Entry 1:
C7H28N15O10V as an isolated structure. Source: OMol25; level of theory: ωB97M-V/def2-TZVPD.

* net charge: +1
* HOMO-LUMO gap (alpha / beta): 7.625 / 7.525 eV
* HOMO (alpha / beta): -10.8 / -10.8 eV
* relative energy (zero: lowest compared OMol25 entry of this formula, charge and spin): 683.4 kJ/mol
* 2S+1: 4

Each line ends with the Löwdin charge.
Positions of all 61 atoms, in Å:
V1 -0.567 -1.281 -1.281  1.2039
N1 0.047 0.968 0.194  -0.5635
O1 -0.204 0.994 -1.013  -0.0662
O2 0.341 -0.128 0.675  -0.0558
O3 -0.304 1.850 0.949  0.0284
C1 2.913 -1.293 -1.523  -0.6776
O4 1.675 -1.274 -1.527  -0.0482
N2 3.587 -0.813 -2.555  0.1845
N3 3.677 -1.915 -0.696  0.2205
H1 3.011 -0.370 -3.256  0.0927
H2 4.588 -0.681 -2.581  0.1241
H3 4.665 -1.703 -0.684  0.1325
H4 3.308 -2.222 0.193  0.0715
C2 2.773 2.808 2.289  -0.8852
O5 3.795 3.322 2.716  0.0225
N4 2.508 2.760 1.097  0.2056
N5 1.946 2.345 3.140  0.1836
H5 1.543 2.667 0.814  0.0856
H6 3.257 2.838 0.424  0.1423
H7 2.141 2.413 4.129  0.1306
H8 1.075 2.012 2.755  0.0810
C3 0.330 -0.154 -4.281  -0.7891
O6 -0.371 -0.671 -3.484  -0.0034
N6 0.413 -0.655 -5.440  0.2113
N7 1.017 0.973 -4.107  0.2052
H9 0.689 -0.101 -6.238  0.1361
H10 -0.232 -1.407 -5.635  0.1434
H11 1.643 1.356 -4.802  0.1281
H12 0.941 1.449 -3.220  0.1103
C4 -1.991 -2.580 1.368  -0.6654
O7 -1.248 -2.348 0.424  -0.0240
N8 -1.873 -2.190 2.625  0.1923
N9 -2.939 -3.501 1.457  0.1848
H13 -1.689 -1.211 2.459  0.1097
H14 -2.649 -2.537 3.172  0.1155
H15 -3.160 -3.992 0.602  0.1345
H16 -3.574 -3.460 2.242  0.1195
C5 -4.055 0.370 0.820  -0.7906
O8 -3.846 0.700 -0.354  0.0230
N10 -3.506 0.854 1.852  0.2031
N11 -4.900 -0.556 1.138  0.1711
H17 -2.741 1.495 1.696  0.1216
H18 -3.636 0.243 2.646  0.1154
H19 -5.257 -0.666 2.076  0.1223
H20 -5.377 -0.987 0.359  0.1320
C6 2.638 -2.507 2.501  -0.7685
O9 2.242 -3.141 1.483  -0.0176
N12 3.218 -3.103 3.471  0.1746
N13 2.224 -1.375 2.881  0.1967
H21 3.704 -2.512 4.130  0.1243
H22 3.583 -4.032 3.315  0.1329
H23 1.523 -0.873 2.356  0.0871
H24 2.279 -1.114 3.856  0.1286
C7 -2.419 3.618 -2.184  -0.7588
O10 -2.535 4.773 -2.554  0.0347
N14 -2.128 2.475 -2.802  0.1666
N15 -2.893 3.319 -1.012  0.1522
H25 -1.740 2.500 -3.734  0.1058
H26 -1.799 1.748 -2.181  0.0516
H27 -2.785 2.355 -0.728  0.0431
H28 -2.878 4.148 -0.436  0.1274

***

Entry 2:
A 10-piece molecular cluster, C28H78F3N12O12S overall. Source: OMol25; level of theory: ωB97M-V/def2-TZVPD.

* net charge: -1
* HOMO-LUMO gap: 7.867 eV
* HOMO: -6.2 eV
* relative energy (zero: lowest compared OMol25 entry of this formula, charge and spin): 709.4 kJ/mol
* 2S+1: 1

Each line ends with the Löwdin charge.
Positions of all 134 atoms, in Å:
C1 -0.992 -1.180 1.527  -0.5245
F1 -1.411 -2.032 2.598  0.0158
F2 -1.312 -1.855 0.393  0.0715
F3 -1.643 -0.022 1.734  0.0955
S1 1.007 -0.884 1.494  0.4947
O1 1.187 -0.346 2.868  -0.3945
O2 1.615 -2.171 1.306  -0.3565
O3 1.327 0.093 0.398  -0.4022
C2 -5.879 -6.828 -4.014  -0.7975
O4 -6.402 -7.906 -4.150  0.0356
N1 -6.356 -5.845 -3.242  0.1585
N2 -4.675 -6.661 -4.473  0.1576
H1 -5.653 -5.141 -3.070  0.1028
H2 -7.026 -6.171 -2.560  0.1165
H3 -4.554 -5.669 -4.615  0.1046
H4 -4.525 -7.296 -5.245  0.1220
C3 9.540 -0.140 2.217  -0.7941
O5 9.883 0.590 3.144  0.0067
N3 8.342 -0.686 2.228  0.1558
N4 10.233 -0.391 1.169  0.1662
H5 8.050 -1.407 1.584  0.1088
H6 7.745 -0.421 2.998  0.1206
H7 11.039 0.157 0.906  0.1245
H8 9.719 -0.827 0.417  0.1108
C4 4.079 4.499 -4.092  -0.8751
O6 4.610 5.171 -4.880  0.0905
N5 4.429 4.243 -2.887  0.1588
N6 2.997 3.826 -4.301  0.1549
H9 5.384 4.393 -2.594  0.1257
H10 3.839 3.688 -2.283  0.1150
H11 2.504 3.852 -5.181  0.1224
H12 2.793 3.171 -3.560  0.1080
C5 5.116 5.224 5.506  -0.0632
C6 5.903 5.188 6.818  -0.4417
C7 5.678 4.005 7.760  -0.2262
O7 6.309 4.346 8.967  -0.2224
C8 5.962 3.420 10.069  -0.0498
N7 7.316 5.332 6.515  0.0221
H13 4.065 5.359 5.758  0.0715
H14 5.258 4.344 4.878  0.0784
H15 5.293 6.059 4.828  0.0739
H16 5.717 6.128 7.337  0.1326
H17 6.155 3.106 7.371  0.1327
H18 4.597 3.972 7.897  0.1233
H19 6.115 2.389 9.750  0.0837
H20 4.910 3.669 10.203  0.0792
H21 6.495 3.699 10.979  0.0816
H22 7.850 5.062 7.329  0.0578
H23 7.621 4.632 5.854  0.0665
C9 6.782 -4.696 -5.085  -0.0672
C10 7.177 -3.377 -4.358  -0.4470
C11 6.742 -2.122 -5.085  -0.1567
O8 7.306 -1.986 -6.453  -0.1989
C12 6.802 -0.895 -7.230  -0.1132
N8 6.708 -3.451 -2.996  0.0189
H24 5.749 -5.026 -4.972  0.0718
H25 7.372 -5.510 -4.662  0.0660
H26 6.974 -4.633 -6.156  0.0654
H27 8.259 -3.425 -4.231  0.1331
H28 7.029 -1.351 -4.369  0.1212
H29 5.661 -2.140 -5.225  0.1228
H30 5.744 -0.721 -7.032  0.0764
H31 6.901 -0.997 -8.310  0.0815
H32 7.318 0.015 -6.924  0.0803
H33 6.893 -4.336 -2.545  0.0705
H34 5.710 -3.349 -2.874  0.0758
C13 -14.146 2.545 2.216  -0.0816
C14 -14.094 1.397 1.233  -0.4323
C15 -12.951 0.439 1.626  -0.1960
O9 -11.676 0.984 1.282  -0.2028
C16 -10.565 0.302 1.804  -0.1137
N9 -15.455 0.884 1.086  0.0379
H35 -14.283 2.110 3.206  0.0768
H36 -15.034 3.173 2.136  0.0759
H37 -13.171 3.032 2.225  0.0830
H38 -13.737 1.887 0.328  0.1333
H39 -12.959 -0.548 1.162  0.1161
H40 -12.996 0.127 2.669  0.1173
H41 -9.650 0.735 1.399  0.0901
H42 -10.655 -0.762 1.585  0.0859
H43 -10.502 0.470 2.879  0.0851
H44 -15.680 1.202 0.155  0.0682
H45 -16.098 1.346 1.713  0.0567
C17 -2.192 7.586 -1.682  -0.0446
C18 -2.588 6.183 -1.118  -0.4532
C19 -3.677 6.168 -0.090  -0.2530
O10 -3.338 6.818 1.065  -0.1635
C20 -2.418 6.170 1.885  -0.1162
N10 -2.887 5.385 -2.284  0.0323
H46 -1.294 7.412 -2.274  0.0689
H47 -1.903 8.245 -0.863  0.0672
H48 -2.946 8.163 -2.217  0.0751
H49 -1.774 5.762 -0.528  0.1167
H50 -3.889 5.143 0.213  0.1245
H51 -4.572 6.574 -0.560  0.1348
H52 -2.914 5.323 2.359  0.0885
H53 -2.267 6.786 2.771  0.0901
H54 -1.454 5.830 1.508  0.0898
H55 -3.302 4.511 -1.996  0.0707
H56 -2.046 5.302 -2.838  0.0716
C21 -5.539 -2.899 -9.370  -0.0675
C22 -5.738 -1.687 -8.467  -0.4230
C23 -4.440 -0.908 -8.218  -0.2352
O11 -3.607 -1.762 -7.436  -0.1839
C24 -2.368 -1.134 -6.976  -0.0783
N11 -6.678 -0.783 -9.186  0.0235
H57 -6.267 -3.664 -9.100  0.0758
H58 -4.591 -3.407 -9.194  0.0673
H59 -5.467 -2.589 -10.413  0.0774
H60 -6.107 -1.957 -7.478  0.1398
H61 -4.772 0.029 -7.772  0.1167
H62 -4.038 -0.604 -9.184  0.1210
H63 -1.794 -1.829 -6.364  0.0797
H64 -2.594 -0.323 -6.284  0.0829
H65 -1.674 -0.839 -7.763  0.0817
H66 -6.186 -0.230 -9.873  0.0614
H67 -7.068 -0.143 -8.510  0.0607
C25 3.880 -7.691 6.771  -0.0609
C26 4.152 -6.317 6.102  -0.4468
C27 5.232 -5.447 6.811  -0.1635
O12 4.960 -4.797 8.090  -0.1946
C28 3.680 -4.177 8.226  -0.1134
N12 4.575 -6.629 4.737  0.0276
H68 3.514 -7.553 7.789  0.0657
H69 4.805 -8.252 6.903  0.0730
H70 3.099 -8.173 6.183  0.0741
H71 3.213 -5.789 5.936  0.1284
H72 5.448 -4.596 6.165  0.1156
H73 6.130 -6.058 6.898  0.1209
H74 3.382 -3.786 9.199  0.0810
H75 2.820 -4.744 7.870  0.0760
H76 3.728 -3.258 7.643  0.0847
H77 4.460 -5.716 4.321  0.0702
H78 5.582 -6.709 4.744  0.0620

***

Entry 3:
A 2-piece molecular cluster, C3H7NO3 overall. Source: OMol25; level of theory: ωB97M-V/def2-TZVPD.

* net charge: 0
* HOMO-LUMO gap: 12.019 eV
* HOMO: -11.4 eV
* relative energy (zero: lowest compared OMol25 entry of this formula, charge and spin): 239.0 kJ/mol
* 2S+1: 1
* SMILES string: CC(O)(O)C#N.O

Each line ends with the Löwdin charge.
Positions of all 14 atoms, in Å:
C1 0.552 0.682 -0.924  -0.1459
C2 -1.736 0.261 -0.530  -0.0078
C3 -0.392 -0.296 -0.303  -0.6974
N1 1.190 1.443 -1.470  0.2087
O1 -0.143 -0.451 1.092  0.0093
O2 -0.270 -1.438 -1.020  0.0794
O3 2.420 0.091 1.341  -0.0675
H1 1.985 0.307 0.485  0.0098
H2 -1.990 0.263 -1.576  0.0965
H3 -2.552 -0.397 -0.035  0.1366
H4 -1.753 1.251 -0.075  0.1010
H5 0.735 -0.622 1.501  0.0880
H6 -0.533 -2.028 -0.345  0.0994
H7 2.489 0.932 1.857  0.0899